Arrangement 1

DFT (ωB97M-V with the def2-TZVPD basis set) results for C4H9NO2 in the gas phase.

Cartesian coordinates (Å):
C  -2.10  -0.77  -0.40
C  -0.75  -0.09  -0.59
O  -0.96  1.10  -1.32
C  -0.07  0.28  0.71
N  2.28  -0.66  0.78
C  2.26  0.53  0.39
O  1.07  1.16  0.33
H  -2.01  -1.77  0.03
H  -2.58  -0.85  -1.38
H  -2.74  -0.16  0.24
H  -0.08  -0.77  -1.15
H  -0.15  1.61  -1.19
H  -0.65  0.94  1.35
H  0.18  -0.64  1.27
H  3.19  -1.07  0.84
H  3.11  1.16  0.08

Properties
Charge: 0
SMILES: [H]/N=C/OC[C@@H](C)O
HOMO level: -0.36622 Eh
E_LUMO: 0.034 Eh
Frontier orbital gap: 10.90 eV
M: 103.12 g/mol

=====

Arrangement 2

DFT (ωB97M-V with the def2-TZVPD basis set) results for C4H9NO2 in the gas phase.

Cartesian coordinates (Å):
C  1.38  0.92  -0.94
O  0.95  -0.90  0.65
C  0.16  -0.12  1.52
C  -0.30  -0.45  0.18
N  -0.11  0.65  -0.77
O  -0.70  1.82  -0.17
C  -1.23  -1.60  -0.13
H  2.14  0.52  -0.24
H  1.66  0.53  -1.92
H  1.43  2.00  -0.87
H  0.43  0.92  1.68
H  -0.15  -0.68  2.40
H  -1.36  2.15  -0.80
H  -2.30  -1.41  0.03
H  -0.93  -2.43  0.53
H  -1.09  -1.93  -1.16

Properties
Charge: 0
SMILES: CN(O)[C@]1(C)CO1
HOMO level: -0.34287 Eh
E_LUMO: 0.035 Eh
Frontier orbital gap: 10.28 eV
M: 103.12 g/mol

=====

Arrangement 3

DFT (ωB97M-V with the def2-TZVPD basis set) results for 2 unconnected molecules or ions with the total composition C4H9NO2.

Cartesian coordinates (Å):
C  -1.59  0.90  0.62
C  -1.76  -0.55  0.18
N  -0.49  -1.25  0.15
C  0.25  -1.63  1.03
O  1.04  -2.03  1.80
O  1.06  0.48  -1.61
C  2.29  0.54  -0.92
H  -0.91  1.42  -0.06
H  -2.56  1.41  0.62
H  -1.18  0.95  1.63
H  -2.44  -1.09  0.85
H  -2.19  -0.59  -0.82
H  0.58  -0.29  -1.28
H  2.99  -0.26  -1.22
H  2.75  1.50  -1.15
H  2.16  0.48  0.17

Properties
Charge: 0
SMILES: CCN=C=O.CO
HOMO level: -0.37254 Eh
E_LUMO: 0.024 Eh
Frontier orbital gap: 10.80 eV
M: 103.12 g/mol

=====

Arrangement 4

DFT (ωB97M-V with the def2-TZVPD basis set) results for C4H9NO2 in the gas phase.

Cartesian coordinates (Å):
C  -1.17  1.09  -0.69
N  -0.16  0.11  -1.13
C  -0.48  -1.27  1.02
C  0.45  -0.58  -0.01
C  1.54  0.28  0.69
O  1.89  1.33  -0.06
O  2.13  -0.07  1.66
H  -1.48  1.58  -1.62
H  -0.69  1.88  -0.12
H  -2.08  0.69  -0.24
H  -0.51  -0.52  -1.84
H  -1.19  -1.84  0.43
H  0.16  -1.98  1.54
H  -0.94  -0.57  1.70
H  1.11  -1.36  -0.41
H  1.42  1.21  -0.91

Properties
Charge: 0
SMILES: CN[C@H](C)C(=O)O
HOMO level: -0.35590 Eh
E_LUMO: 0.026 Eh
Frontier orbital gap: 10.39 eV
M: 103.12 g/mol

=====

Of them, the most stable is arrangement 4 and the least stable is arrangement 2.

=====

Arrangement 1

DFT (ωB97M-V with the def2-TZVPD basis set) results for C4H9NO2 in the gas phase.

Cartesian coordinates (Å):
C  -0.55  1.19  -0.60
C  -0.30  0.36  0.66
C  -1.01  -0.99  0.72
O  -0.37  -1.83  1.65
N  1.12  0.11  0.40
C  1.18  0.52  -0.97
O  1.02  -0.40  -1.99
H  -0.56  2.27  -0.43
H  -1.60  1.00  -1.00
H  0.06  -0.45  -2.07
H  -0.45  0.87  1.62
H  -2.05  -0.87  1.06
H  -1.03  -1.45  -0.28
H  0.56  -1.85  1.38
H  1.76  0.62  1.00
H  2.22  0.91  -1.15

Properties
Charge: 0
SMILES: OC[C@@H]1C[C@H](O)N1
HOMO level: -0.33878 Eh
E_LUMO: 0.033 Eh
Frontier orbital gap: 10.13 eV
M: 103.12 g/mol

=====

Arrangement 2

DFT (ωB97M-V with the def2-TZVPD basis set) results for 2 unconnected molecules or ions with the total composition C4H9NO2.

Cartesian coordinates (Å):
C  -2.42  0.91  1.07
C  -1.38  0.15  0.34
N  -0.68  0.51  -0.65
C  0.74  -1.49  -0.56
O  0.96  -1.50  0.63
O  1.61  -0.91  -1.42
C  2.65  -0.10  -0.77
H  -2.71  1.83  0.56
H  -3.30  0.30  1.30
H  -1.91  1.14  2.01
H  -1.12  -0.80  0.82
H  -0.24  -2.03  -0.98
H  -0.98  1.39  -1.07
H  3.32  0.31  -1.55
H  2.23  0.74  -0.21
H  3.24  -0.70  -0.08

Properties
Charge: 0
SMILES: [H]/N=C\C.COC=O
HOMO level: -0.35734 Eh
E_LUMO: 0.037 Eh
Frontier orbital gap: 10.73 eV
M: 103.12 g/mol

=====

Of them, the most stable is arrangement 2 and the least stable is arrangement 1.

=====

Arrangement 1

DFT (ωB97M-V with the def2-TZVPD basis set) results for C4H9NO2 in the gas phase.

Cartesian coordinates (Å):
C  -2.08  -0.57  -0.10
C  -0.63  -0.42  -0.53
O  -0.51  0.84  -1.18
C  0.31  -0.46  0.68
N  1.66  -0.12  0.27
C  1.94  1.25  0.22
O  2.79  1.74  -0.49
H  -2.25  -1.50  0.44
H  -2.74  -0.55  -0.97
H  -2.33  0.27  0.56
H  -0.35  -1.24  -1.21
H  0.25  0.79  -1.78
H  -0.05  0.29  1.40
H  0.28  -1.44  1.18
H  2.42  -0.72  0.60
H  1.29  1.84  0.91

Properties
Charge: 0
SMILES: C[C@@H](O)CNC=O
HOMO level: -0.36136 Eh
E_LUMO: 0.032 Eh
Frontier orbital gap: 10.72 eV
M: 103.12 g/mol

=====

Arrangement 2

DFT (ωB97M-V with the def2-TZVPD basis set) results for C4H9NO2 in the gas phase.

Cartesian coordinates (Å):
C  -0.28  1.10  -1.56
N  -0.96  0.83  -0.22
C  1.25  0.34  0.71
C  -0.27  -0.13  0.64
C  -0.55  -1.61  0.18
O  -0.74  -2.29  1.35
O  -0.55  -2.11  -0.87
H  -1.14  1.32  -2.29
H  0.20  0.24  -2.02
H  0.32  2.04  -1.57
H  -1.03  1.79  0.33
H  1.22  1.44  0.74
H  1.73  -0.01  1.59
H  1.80  0.10  -0.19
H  -0.68  0.01  1.60
H  -0.32  -3.08  1.58

Properties
Charge: 0
SMILES: CN[C@H](C)C(=O)O
HOMO level: -0.32392 Eh
E_LUMO: 0.028 Eh
Frontier orbital gap: 9.58 eV
M: 103.12 g/mol

=====

Arrangement 3

DFT (ωB97M-V with the def2-TZVPD basis set) results for C4H9NO2 in the gas phase.

Cartesian coordinates (Å):
C  2.11  0.70  -0.32
O  1.16  -0.16  0.30
C  -0.01  0.17  1.04
C  -1.09  -0.31  0.11
N  -1.61  0.46  -0.77
O  -1.19  1.78  -0.57
C  -1.25  -1.80  -0.01
H  2.40  0.21  -1.26
H  1.78  1.72  -0.58
H  3.01  0.77  0.31
H  -0.13  1.22  1.33
H  -0.02  -0.43  1.96
H  -1.39  2.20  -1.41
H  -1.73  -2.26  0.87
H  -0.24  -2.22  -0.08
H  -1.81  -2.06  -0.91

Properties
Charge: 0
SMILES: COC/C(C)=N\O
HOMO level: -0.34414 Eh
E_LUMO: 0.035 Eh
Frontier orbital gap: 10.31 eV
M: 103.12 g/mol

=====

Of them, the most stable is arrangement 1 and the least stable is arrangement 3.

=====

Arrangement 1

DFT (ωB97M-V with the def2-TZVPD basis set) results for C4H9NO2 in the gas phase.

Cartesian coordinates (Å):
C  0.25  1.25  0.78
C  0.20  0.22  1.99
O  -0.68  -0.93  1.67
C  0.20  0.87  -0.71
N  -0.38  -0.34  -1.04
C  0.14  -1.19  -2.14
O  0.73  1.53  -1.57
H  -0.62  1.89  0.94
H  1.16  1.81  0.90
H  -0.53  0.71  2.64
H  1.17  -0.21  2.22
H  -1.59  -0.62  1.75
H  -0.60  -0.89  -0.22
H  -0.37  -0.72  -3.00
H  1.21  -1.20  -2.23
H  -0.27  -2.18  -1.98

Properties
Charge: 0
SMILES: CNC(=O)CCO
HOMO level: -0.34449 Eh
E_LUMO: 0.021 Eh
Frontier orbital gap: 9.94 eV
M: 103.12 g/mol

=====

Arrangement 2

DFT (ωB97M-V with the def2-TZVPD basis set) results for C4H9NO2 in the gas phase.

Cartesian coordinates (Å):
O  0.84  -2.62  -0.99
C  0.21  -1.60  -1.13
C  0.27  -0.48  -0.09
C  0.88  -0.96  1.24
N  -1.02  0.26  -0.13
C  -0.76  1.71  0.07
O  0.01  2.18  -0.99
H  -0.38  -1.52  -2.06
H  0.93  0.27  -0.52
H  1.84  -1.39  0.95
H  0.95  -0.18  1.98
H  0.30  -1.79  1.67
H  -1.56  -0.07  0.66
H  -1.73  2.28  0.11
H  -0.23  1.82  1.02
H  -0.53  2.09  -1.79

Properties
Charge: 0
SMILES: C[C@@H](C=O)NCO
HOMO level: -0.34894 Eh
E_LUMO: 0.031 Eh
Frontier orbital gap: 10.33 eV
M: 103.12 g/mol

=====

Arrangement 3

DFT (ωB97M-V with the def2-TZVPD basis set) results for C4H9NO2 in the gas phase.

Cartesian coordinates (Å):
C  0.38  -0.68  -1.69
C  -0.29  -0.32  -0.37
C  0.44  -1.01  0.80
O  -0.38  -1.22  1.91
N  -0.34  1.14  -0.26
C  -0.41  1.90  0.86
O  -0.40  1.52  2.02
H  -0.06  -0.14  -2.53
H  0.26  -1.75  -1.89
H  1.45  -0.46  -1.66
H  -1.31  -0.73  -0.36
H  0.75  -2.00  0.45
H  1.35  -0.45  1.04
H  -0.55  -0.33  2.27
H  -0.46  1.64  -1.13
H  -0.47  2.98  0.61

Properties
Charge: 0
SMILES: C[C@@H](CO)NC=O
HOMO level: -0.36629 Eh
E_LUMO: 0.027 Eh
Frontier orbital gap: 10.69 eV
M: 103.12 g/mol

=====

Arrangement 4

DFT (ωB97M-V with the def2-TZVPD basis set) results for a molecular structure, C4H9NO2.

Cartesian coordinates (Å):
C  -1.50  0.88  -0.94
O  -0.90  1.27  0.29
C  -0.58  0.20  1.17
C  0.76  -0.49  0.97
N  0.87  -1.86  0.73
O  0.04  -2.00  -0.28
C  1.81  0.14  0.29
H  -2.01  1.76  -1.34
H  -0.76  0.53  -1.68
H  -2.24  0.07  -0.80
H  -1.37  -0.56  1.20
H  -0.51  0.67  2.16
H  0.56  -1.14  -1.10
H  1.80  1.22  0.12
H  1.24  -0.35  -1.01
H  2.79  -0.35  0.24

Properties
Charge: 0
HOMO level (alpha / beta): -0.31949 / -0.31929 Eh
E_LUMO (alpha / beta): -0.008 / -0.008 Eh
Frontier orbital gap (alpha / beta): 8.48 / 8.48 eV
M: 103.12 g/mol

=====

Of them, the most stable is arrangement 3 and the least stable is arrangement 4.

=====

Arrangement 1

DFT (ωB97M-V with the def2-TZVPD basis set) results for 2 unconnected molecules or ions with the total composition C4H9NO2.

Cartesian coordinates (Å):
C  0.73  0.09  -2.41
C  0.79  -1.27  -0.32
O  1.23  -1.13  0.80
C  0.00  -0.25  -1.10
C  -1.78  -0.09  1.88
O  -2.90  0.38  2.00
N  -0.65  0.40  2.44
H  1.55  0.79  -2.23
H  0.05  0.52  -3.14
H  1.16  -0.82  -2.86
H  0.98  -2.21  -0.87
H  -1.58  -1.01  1.30
H  -0.17  0.64  -0.48
H  -0.98  -0.69  -1.33
H  -0.71  1.26  2.97
H  0.25  0.02  2.17

Properties
Charge: 0
SMILES: CCC=O.NC=O
HOMO level: -0.36089 Eh
E_LUMO: 0.024 Eh
Frontier orbital gap: 10.47 eV
M: 103.12 g/mol

=====

Arrangement 2

DFT (ωB97M-V with the def2-TZVPD basis set) results for C4H9NO2 in the gas phase.

Cartesian coordinates (Å):
C  -1.21  1.30  -0.28
C  -0.33  0.33  0.51
C  -0.77  -1.12  0.20
O  -0.21  -2.08  1.05
N  1.08  0.66  0.12
C  2.01  -0.21  -0.44
O  2.40  -1.27  0.00
H  -0.86  2.33  -0.14
H  -2.26  1.26  0.04
H  -1.16  1.07  -1.36
H  -0.49  0.47  1.58
H  -1.86  -1.18  0.36
H  -0.60  -1.35  -0.87
H  0.75  -2.06  0.92
H  1.17  1.56  -0.30
H  2.39  0.27  -1.36

Properties
Charge: 0
SMILES: C[C@@H](CO)NC=O
HOMO level: -0.36571 Eh
E_LUMO: 0.028 Eh
Frontier orbital gap: 10.71 eV
M: 103.12 g/mol

=====

Arrangement 3

DFT (ωB97M-V with the def2-TZVPD basis set) results for 2 unconnected molecules or ions with the total composition C4H9NO2.

Cartesian coordinates (Å):
N  2.23  -1.93  1.78
C  1.50  -1.03  1.12
O  0.25  -1.11  1.61
C  0.66  1.43  -0.06
C  -0.63  1.13  -0.15
C  -1.20  0.30  -1.26
O  -1.81  1.17  -2.20
H  1.79  -2.51  2.49
H  3.21  -2.04  1.57
H  1.06  2.06  0.72
H  1.38  1.07  -0.80
H  -0.23  -0.39  1.17
H  -1.33  1.55  0.58
H  -0.38  -0.27  -1.73
H  -1.92  -0.42  -0.84
H  -2.27  0.65  -2.86

Properties
Charge: 0
HOMO level: -0.31563 Eh
E_LUMO: 0.036 Eh
Frontier orbital gap: 9.56 eV
M: 103.12 g/mol

=====

Of them, the most stable is arrangement 1 and the least stable is arrangement 3.

=====

Arrangement 1

DFT (ωB97M-V with the def2-TZVPD basis set) results for C4H9NO2 in the gas phase.

Cartesian coordinates (Å):
C  0.84  1.97  -0.25
C  -0.26  1.46  -1.18
N  -0.33  0.00  -1.14
C  -0.53  -0.54  0.10
O  -1.23  -0.07  0.97
O  0.18  -1.68  0.22
C  -0.20  -2.48  1.33
H  1.78  1.43  -0.43
H  1.02  3.04  -0.40
H  0.56  1.81  0.79
H  -1.24  1.85  -0.88
H  -0.09  1.75  -2.22
H  0.38  -0.48  -1.68
H  0.46  -3.35  1.30
H  -0.08  -1.93  2.27
H  -1.24  -2.77  1.21

Properties
Charge: 0
SMILES: CCNC(=O)OC
HOMO level: -0.36350 Eh
E_LUMO: 0.034 Eh
Frontier orbital gap: 10.81 eV
M: 103.12 g/mol

=====

Arrangement 2

DFT (ωB97M-V with the def2-TZVPD basis set) results for C4H9NO2 in the gas phase.

Cartesian coordinates (Å):
O  -2.07  -0.61  -2.02
C  -0.97  -0.55  -1.52
N  -0.31  0.61  -1.26
C  0.93  0.72  -0.49
C  0.68  1.01  0.97
C  0.15  -0.20  1.74
O  1.29  -1.00  2.09
H  -0.40  -1.46  -1.28
H  -0.79  1.46  -1.50
H  1.50  -0.19  -0.64
H  1.48  1.52  -0.98
H  -0.05  1.80  1.08
H  1.53  1.38  1.55
H  -0.34  0.16  2.65
H  -0.50  -0.82  1.12
H  1.01  -1.65  2.75

Properties
Charge: 0
SMILES: O=CNCCCO
HOMO level: -0.35918 Eh
E_LUMO: 0.030 Eh
Frontier orbital gap: 10.60 eV
M: 103.12 g/mol

=====

Arrangement 3

DFT (ωB97M-V with the def2-TZVPD basis set) results for 2 unconnected molecules or ions with the total composition C4H9NO2.

Cartesian coordinates (Å):
N  -1.98  1.97  1.79
C  -1.10  1.20  1.14
O  -1.83  0.62  0.16
C  0.22  -0.26  -1.97
C  0.48  -1.09  -0.96
C  1.53  -0.83  0.07
O  2.48  -1.89  0.01
H  -2.92  1.93  1.40
H  -1.77  2.55  2.59
H  -0.61  -0.44  -2.65
H  0.83  0.63  -2.10
H  -1.24  0.09  -0.39
H  -0.11  -2.00  -0.85
H  2.00  0.14  -0.12
H  1.05  -0.77  1.06
H  2.98  -1.84  0.83

Properties
Charge: 0
HOMO level: -0.32406 Eh
E_LUMO: 0.036 Eh
Frontier orbital gap: 9.80 eV
M: 103.12 g/mol

=====

Of them, the most stable is arrangement 1 and the least stable is arrangement 3.